# 1
Below is C27H18IrN4O2 as an isolated structure, with properties calculated with ωB97M-V/def2-TZVPD.

Calculated values
- multiplicity = 1
- HOMO (eV) = -11.3733
- E_LUMO (eV) = -3.475
- energy above the lowest of the compared OMol25 structures with the same formula, charge and spin (kJ/mol) = 0.0
- gap between HOMO and LUMO (eV) = 7.90
- total charge = +1

Last column: natural (NBO) charge in e.
Cartesian coordinates (Å):
1 C -1.232 2.436 -0.131  0.642
2 C 1.232 2.436 -0.131  0.642
3 C -4.335 -0.463 -0.011  -0.227
4 H -0.002 -3.010 4.253  0.216
5 C -0.001 -4.134 1.711  -0.202
6 N 2.030 0.106 -0.003  -0.427
7 O -1.466 3.612 -0.213  -0.504
8 H -0.001 -1.154 5.863  0.230
9 C -0.001 -4.990 0.654  -0.112
10 C 0.000 -4.487 -0.669  -0.106
11 N 0.000 -2.248 0.243  -0.458
12 C -0.001 -1.720 2.526  -0.109
13 H -2.676 -1.844 0.097  0.218
14 C -2.360 1.416 -0.074  0.120
15 C -4.679 0.877 -0.081  -0.126
16 C -0.001 -2.740 1.479  0.223
17 H -5.718 1.175 -0.110  0.242
18 H 2.675 -1.844 0.096  0.218
19 C -2.997 -0.813 0.032  0.074
20 Ir 0.000 -0.160 0.108  0.911
21 C 0.000 0.649 2.987  -0.281
22 C -0.001 -1.990 3.893  -0.170
23 C 0.000 -3.087 -0.843  0.147
24 C 0.000 0.366 4.347  -0.155
25 C 2.360 1.415 -0.075  0.120
26 H 5.718 1.174 -0.113  0.242
27 C 0.003 -4.785 -3.063  -0.202
28 H -0.001 -6.061 0.811  0.233
29 C 4.334 -0.464 -0.013  -0.227
30 H -5.088 -1.238 0.016  0.244
31 H -0.002 -4.506 2.725  0.229
32 C 0.001 -2.551 -2.147  -0.177
33 C 4.678 0.876 -0.084  -0.126
34 H -3.872 2.893 -0.174  0.267
35 H 0.003 -2.969 -4.229  0.232
36 C -3.673 1.832 -0.115  -0.186
37 C 0.001 -5.323 -1.807  -0.151
38 H 5.087 -1.238 0.014  0.244
39 H 0.001 -6.396 -1.664  0.228
40 H 0.001 1.680 2.656  0.230
41 O 1.466 3.612 -0.213  -0.504
42 H 0.001 -1.476 -2.286  0.202
43 C 0.000 -0.393 2.070  0.005
44 H 0.000 1.182 5.058  0.230
45 N -2.031 0.106 -0.002  -0.427
46 H 3.871 2.892 -0.177  0.267
47 H 0.004 -5.428 -3.932  0.235
48 C 0.002 -3.386 -3.230  -0.181
49 C 2.997 -0.813 0.030  0.074
50 C -0.001 -0.947 4.802  -0.223
51 C 3.672 1.831 -0.117  -0.186
52 N 0.000 1.808 -0.086  -0.697

Forces on the atoms, in the same order (eV/Å):
C 0.1 0.1 0.0
C -0.1 0.1 0.0
C 0.0 0.0 0.0
H 0.0 0.0 0.0
C 0.0 0.0 0.0
N 0.0 0.2 0.3
O 0.0 0.0 0.0
H 0.0 0.0 0.0
C 0.0 0.0 0.0
C 0.0 0.1 0.0
N 0.0 0.0 0.1
C 0.0 0.0 0.0
H 0.0 0.0 0.0
C 0.0 0.0 0.0
C 0.0 0.0 0.0
C 0.0 0.0 0.0
H 0.0 0.0 0.0
H 0.0 0.0 0.0
C 0.0 0.0 0.0
Ir 0.0 -0.6 -0.4
C 0.0 0.0 0.0
C 0.0 0.0 0.0
C 0.0 0.0 0.0
C 0.0 0.0 0.0
C 0.0 0.0 0.0
H 0.0 0.0 0.0
C 0.0 0.0 0.0
H 0.0 0.0 0.0
C 0.0 0.0 0.0
H 0.0 0.0 0.0
H 0.0 0.0 0.0
C 0.0 0.0 0.0
C 0.0 0.0 0.0
H 0.0 0.0 0.0
H 0.0 0.0 0.0
C 0.0 0.0 0.0
C 0.0 0.0 0.0
H 0.0 0.0 0.0
H 0.0 0.0 0.0
H 0.0 0.0 0.0
O 0.0 0.0 0.0
H 0.0 0.0 0.0
C 0.0 -0.1 -0.1
H 0.0 0.0 0.0
N 0.0 0.2 0.3
H 0.0 0.0 0.0
H 0.0 0.0 0.0
C 0.0 0.0 0.0
C 0.0 0.0 0.0
C 0.0 0.0 0.0
C 0.0 0.0 0.0
N 0.0 0.2 -0.1



# 2
Below is a 2-piece molecular cluster, C7H14 overall at a distorted geometry, with properties calculated with ωB97M-V/def2-TZVPD.

Calculated values
- multiplicity = 1
- HOMO (eV) = -8.8059
- SMILES string = CC(C)(C)C1=CC1.[H][H]
- E_LUMO (eV) = 0.959
- energy above the lowest of the compared OMol25 structures with the same formula, charge and spin (kJ/mol) = 372.9
- gap between HOMO and LUMO (eV) = 9.76

Last column: natural (NBO) charge in e.
Cartesian coordinates (Å):
1 H 1.089 -1.874 -1.671  0.167
2 C -0.571 1.687 0.423  -0.595
3 C 1.582 -1.406 -0.816  -0.442
4 C -0.534 0.190 0.100  -0.120
5 H 2.199 0.393 1.485  0.030
6 H -2.373 0.258 -1.058  0.210
7 H -1.363 -1.149 -1.433  0.213
8 C -1.141 -0.632 1.244  -0.597
9 H -2.191 -0.354 1.399  0.211
10 H -0.171 2.277 -0.411  0.212
11 H -0.615 -0.462 2.189  0.211
12 C 1.912 0.055 -0.925  -0.235
13 H 1.739 -0.071 1.777  -0.024
14 H -1.103 -1.704 1.017  0.215
15 H 2.352 0.826 -1.531  0.216
16 H -1.600 2.017 0.607  0.209
17 H 0.021 1.912 1.316  0.215
18 H 2.165 -2.106 -0.207  0.182
19 H -0.906 0.453 -2.042  0.214
20 C 0.847 -0.231 -0.274  0.095
21 C -1.340 -0.080 -1.189  -0.587

Forces on the atoms, in the same order (eV/Å):
H 0.3 -0.3 0.0
C 0.0 0.1 0.0
C -0.1 -0.4 -0.3
C -0.2 0.0 -0.2
H 0.6 0.6 0.2
H 0.1 -0.1 0.0
H 0.0 0.2 0.1
C 0.1 -0.1 0.0
H 0.2 0.0 -0.1
H 0.0 -0.1 0.1
H 0.0 0.0 -0.1
C 0.0 0.3 -0.9
H -0.3 -0.5 1.0
H 0.0 0.2 0.0
H 0.4 -0.1 0.1
H 0.1 -0.1 0.0
H -0.1 0.0 -0.1
H -0.1 0.3 0.1
H -0.1 -0.1 0.2
C -0.8 0.0 -0.1
C -0.2 0.0 -0.1



# 3
Below is C6H11N in the gas phase at a distorted geometry, with properties calculated with ωB97M-V/def2-TZVPD.

Calculated values
- multiplicity = 1
- HOMO (eV) = -8.4120
- SMILES string = C=CC(=C)CCN
- E_LUMO (eV) = 0.591
- energy above the lowest of the compared OMol25 structures with the same formula, charge and spin (kJ/mol) = 310.3
- gap between HOMO and LUMO (eV) = 9.00

Last column: natural (NBO) charge in e.
Cartesian coordinates (Å):
1 C 1.012 -0.482 0.566  -0.434
2 H -1.116 0.940 1.301  0.199
3 N 1.938 1.253 -1.028  -0.882
4 H 1.059 1.217 -1.468  0.360
5 H 0.121 -2.433 -1.453  0.209
6 C -1.381 0.168 0.486  -0.236
7 H -3.187 -0.401 -0.309  0.177
8 H 1.777 -1.196 0.253  0.225
9 C -0.332 -0.705 -0.088  -0.051
10 H 0.826 -0.498 1.677  0.212
11 H -3.252 -0.029 1.457  0.202
12 C -0.621 -1.637 -1.028  -0.379
13 H 2.603 1.914 -1.315  0.382
14 C -2.679 -0.072 0.528  -0.342
15 H -1.553 -1.583 -1.517  0.189
16 H 2.472 0.952 1.051  0.202
17 H 0.734 1.656 0.528  0.173
18 C 1.580 0.937 0.357  -0.205

Forces on the atoms, in the same order (eV/Å):
C -0.3 0.4 0.6
H 0.4 -1.8 -0.9
N -0.2 -2.7 1.1
H -0.5 0.5 -1.6
H -1.3 1.8 1.1
C 0.6 1.2 2.6
H -1.0 -1.8 -1.4
H -0.3 -0.2 0.1
C 0.3 -0.2 -1.6
H 0.4 -0.4 -0.9
H -0.1 1.3 -0.4
C 2.7 -0.3 0.1
H 0.4 1.0 0.1
C -0.4 0.3 0.9
H -1.1 -0.3 -0.3
H -1.1 0.8 -0.7
H 1.0 -0.4 1.3
C 0.3 0.7 0.0



# 4
Below is C17H9Br2F6N2O6PPd as an isolated structure, with properties calculated with ωB97M-V/def2-TZVPD.

Calculated values
- multiplicity = 2
- HOMO (alpha / beta) (eV) = -12.9977 / -12.9792
- E_LUMO (alpha / beta) (eV) = -7.147 / -7.147
- energy above the lowest of the compared OMol25 structures with the same formula, charge and spin (kJ/mol) = 12.6
- gap between HOMO and LUMO (alpha / beta) (eV) = 5.85 / 5.83
- total charge = +1

Last column: Mulliken spin population.
Cartesian coordinates (Å):
1 P -0.596 -3.094 -0.387  0.001
2 H -4.913 0.097 -3.130  0.000
3 H 1.027 0.157 5.669  -0.002
4 N 1.016 0.698 2.351  0.003
5 F -0.260 -3.755 0.992  0.000
6 H -0.671 -0.669 -5.264  0.000
7 H 1.592 3.809 3.450  0.000
8 O 1.375 2.682 5.954  0.000
9 C -2.165 0.650 -1.037  -0.001
10 Br -4.910 0.927 -0.315  0.000
11 F -0.964 -2.275 -1.755  0.000
12 C -1.086 0.221 -2.014  0.001
13 C -0.429 -0.420 -4.241  0.001
14 Br -3.342 -0.609 -5.377  0.000
15 C 1.278 2.095 4.762  -0.010
16 O 1.596 1.841 0.044  0.000
17 C 1.069 0.712 4.740  -0.003
18 C 1.394 2.748 3.543  -0.001
19 C -2.831 -0.115 -3.684  0.000
20 O 1.636 3.882 0.974  0.000
21 N 0.169 0.139 -1.600  0.000
22 C 0.949 0.067 3.538  0.003
23 C 1.266 2.010 2.383  0.002
24 F -2.157 -3.206 -0.104  0.000
25 C -3.890 0.170 -2.791  0.000
26 C 2.566 -0.290 -2.003  0.000
27 C -3.595 0.531 -1.521  0.000
28 O 1.037 -2.081 2.512  0.123
29 F 0.957 -2.699 -0.618  0.000
30 H 1.672 -0.705 -4.477  0.000
31 O -1.954 1.127 0.037  0.000
32 F -0.700 -1.497 0.451  0.001
33 F -0.489 -4.438 -1.193  0.000
34 O 0.519 -2.057 4.616  0.903
35 H 2.781 0.367 -1.166  0.000
36 C -1.446 -0.077 -3.334  0.000
37 H 1.538 3.630 5.868  0.000
38 Pd 0.638 0.169 0.390  0.001
39 C 1.160 -0.176 -2.466  0.001
40 C 0.864 -0.446 -3.809  -0.001
41 H 3.242 -0.066 -2.827  0.000
42 C 1.496 2.690 1.046  -0.001
43 H 2.736 -1.325 -1.692  0.000
44 C 0.825 -1.417 3.484  -0.022

Forces on the atoms, in the same order (eV/Å):
P 0.1 0.1 0.2
H 0.0 0.0 0.0
H 0.0 0.0 0.0
N 0.2 -0.1 0.3
F 0.0 0.0 0.1
H 0.0 0.0 0.0
H 0.0 0.0 0.0
O 0.0 0.0 0.0
C -0.2 -0.1 -0.1
Br 0.0 0.0 0.0
F 0.0 -0.1 0.0
C 0.0 0.1 0.0
C 0.0 0.0 0.0
Br 0.0 0.0 0.0
C 0.0 -0.1 -0.1
O -0.3 0.1 0.2
C 0.0 0.0 0.2
C 0.0 -0.1 0.0
C 0.0 0.0 0.1
O 0.0 -0.1 -0.1
N 0.3 -0.1 -0.1
C -0.1 0.0 -0.2
C 0.1 0.4 0.0
F -0.1 0.0 0.0
C 0.2 0.0 0.0
C 0.0 0.0 0.0
C -0.1 -0.1 0.0
O 0.2 -0.2 -0.2
F -0.2 0.0 -0.1
H 0.0 0.0 0.0
O 0.3 0.1 0.0
F 0.0 -0.1 0.0
F 0.0 0.0 0.0
O 0.2 0.5 -0.8
H 0.0 0.0 0.0
C -0.2 0.1 -0.2
H 0.0 0.0 0.0
Pd -0.3 0.2 0.1
C -0.1 0.0 -0.2
C 0.0 0.0 0.1
H 0.0 0.0 0.0
C 0.1 -0.1 0.1
H 0.0 0.0 0.0
C -0.2 -0.4 0.9



# 5
Below is an isolated ion of composition C6H12BFNO2S and charge +1 at a distorted geometry, with properties calculated with ωB97M-V/def2-TZVPD.

Calculated values
- multiplicity = 1
- HOMO (eV) = -13.8317
- E_LUMO (eV) = -5.181
- gap between HOMO and LUMO (eV) = 8.65
- total charge = +1

Last column: natural (NBO) charge in e.
Cartesian coordinates (Å):
1 O -0.288 0.640 1.635  -0.697
2 F 2.506 0.693 2.697  -0.376
3 H 2.339 -2.444 -1.572  0.313
4 C 1.682 1.272 0.261  -0.493
5 H 1.246 2.249 -0.255  0.239
6 H 1.817 2.689 2.122  0.203
7 C -2.769 -1.099 0.548  -1.042
8 O -2.655 -1.013 -2.118  -0.904
9 C 0.426 0.230 0.416  0.195
10 C 1.492 -1.749 -1.117  0.071
11 C 2.365 1.755 1.671  0.035
12 H 0.537 -0.902 -2.849  0.464
13 H -3.706 -1.774 0.277  0.264
14 H -2.076 -1.659 1.323  0.271
15 H -0.492 0.866 -1.568  0.270
16 B -1.942 -0.754 -0.830  1.041
17 N 0.569 -0.948 -1.786  -0.487
18 C -0.426 -0.127 -0.939  -0.437
19 H 3.470 2.110 1.411  0.205
20 H -3.632 -0.759 -1.985  0.515
21 H -0.897 1.425 1.404  0.495
22 S 1.077 -1.501 0.712  0.359
23 H 2.523 0.875 -0.453  0.232
24 H -3.166 -0.073 0.993  0.263

Forces on the atoms, in the same order (eV/Å):
O -0.7 0.5 -2.8
F -0.6 2.1 -2.4
H -2.2 1.6 0.9
C -0.1 0.4 -0.5
H 0.9 -1.9 1.1
H 0.8 -2.2 -0.6
C -0.1 0.2 -0.1
O 0.5 2.0 3.2
C 0.4 0.6 0.2
C -3.4 2.5 0.8
C 1.0 0.4 0.0
H 0.1 -0.1 1.9
H 2.0 1.4 0.7
H -1.6 1.3 -1.4
H -0.2 -1.7 1.1
B -2.7 -1.4 -1.4
N 2.5 -2.2 0.6
C 1.6 2.2 -0.9
H -2.4 -0.9 0.6
H 2.0 -1.0 -0.2
H 1.4 -1.7 0.4
S 1.7 -0.5 -2.0
H -1.7 0.5 1.4
H 0.8 -2.2 -0.6



# 6
Below is CCl4FOP as an isolated structure at a distorted geometry, with properties calculated with ωB97M-V/def2-TZVPD.

Calculated values
- multiplicity = 1
- HOMO (eV) = -11.0464
- E_LUMO (eV) = -1.647
- energy above the lowest of the compared OMol25 structures with the same formula, charge and spin (kJ/mol) = 103.1
- gap between HOMO and LUMO (eV) = 9.40

Last column: natural (NBO) charge in e.
Cartesian coordinates (Å):
1 Cl 1.252 -1.823 -0.132  0.138
2 Cl 2.240 1.158 -0.394  -0.262
3 Cl -1.361 1.877 0.463  -0.178
4 P -0.835 0.206 -0.423  1.712
5 Cl -2.102 -1.205 0.189  -0.213
6 C 0.716 -0.327 0.434  0.100
7 O -0.722 0.274 -1.867  -1.005
8 F 0.813 -0.161 1.730  -0.291

Forces on the atoms, in the same order (eV/Å):
Cl 0.2 -0.4 0.0
Cl -2.1 -1.7 1.1
Cl -0.1 0.2 0.4
P 0.1 0.1 -0.7
Cl -0.2 0.0 0.3
C 2.1 2.0 -0.9
O 0.1 0.0 -0.1
F -0.2 -0.1 -0.2